Entry 1:
The following is a quantum chemistry calculation of a cluster of 2 separate species, C5H12OSSi in total in a non-equilibrium geometry, from OMol25.

```
! RIJCOSX wB97M-V def2-TZVPD def2/J DEFGRID3
* xyz 0 1
C -2.230 0.337 -0.309
C 1.465 0.749 1.215
C 1.839 1.365 -1.176
C -2.867 -1.547 0.870
C 1.615 0.242 -0.180
O -3.188 -0.322 0.243
Si 0.351 -1.094 -0.686
S -2.146 1.772 -0.910
H 1.990 0.112 1.892
H 1.978 1.715 1.344
H 0.338 0.873 1.437
H 0.916 1.835 -1.566
H 2.395 1.252 -2.111
H 2.307 2.315 -0.824
H -1.787 -1.849 0.698
H -3.428 -2.280 0.267
H -3.280 -1.638 1.853
H 2.590 -0.331 -0.203
H 0.393 -2.231 0.281
H 0.749 -1.273 -2.134
*
```

Its HOMO-LUMO gap (alpha / beta) is 6.924 / 6.909 eV. As for the relative energy (zero: lowest compared OMol25 entry of this formula, charge and spin): 442.98 kJ/mol. As for the LUMO energy (alpha / beta): -0.41 / -0.41 eV. The electronic energy is -26135.3823 eV. The HOMO energy (alpha / beta) comes out at -7.3387 / -7.3220 eV.

=====

Entry 2:
The following is a quantum chemistry calculation of a cluster of 6 separate species, BrH11O5 in total in a non-equilibrium geometry, from OMol25.

```
! RIJCOSX wB97M-V def2-TZVPD def2/J DEFGRID3
* xyz 0 1
O -15.603 -38.473 -18.381
H -16.298 -38.373 -17.741
H -14.733 -38.598 -17.801
H -15.585 -39.469 -18.376
Br -17.551 -38.042 -15.934
O -19.659 -40.529 -17.238
H -19.672 -41.445 -16.912
H -19.136 -39.898 -16.681
O -19.889 -38.312 -13.407
H -20.257 -37.432 -13.689
H -19.283 -38.500 -14.200
O -16.580 -35.147 -14.502
H -15.957 -35.032 -13.941
H -16.780 -36.064 -14.824
O -19.852 -35.464 -16.860
H -20.026 -35.636 -17.741
H -19.129 -36.135 -16.605
*
```

Its HOMO-LUMO gap is 8.030 eV. As for the relative energy (zero: lowest compared OMol25 entry of this formula, charge and spin): 168.40 kJ/mol. As for the LUMO energy: -1.97 eV. The electronic energy is -80456.1218 eV. The HOMO energy comes out at -10.0008 eV.